a) Below is the molecule C4H7N5, with properties calculated with wB97M-V/def2-TZVPD.

## Properties
SMILES = N/N=C\C1=CNNC=N1
M = 125.1 g/mol
LUMO level = 0.43 eV
orbital gap = 8.11 eV

Last column: Löwdin charge in e.
Positions of all 16 atoms, in Å:
N  2.87005  -0.78255  0.41286  -0.03
N  2.69568  0.46822  -0.12347  -0.07
C  1.50221  0.94830  -0.40573  -0.15
C  0.16245  0.38195  -0.22665  -0.28
C  -0.82669  1.29359  0.00191  -0.04
N  -2.13239  0.79457  0.36702  -0.08
N  -2.43823  -0.46257  -0.05878  -0.03
C  -1.29592  -1.34944  -0.21908  -0.13
N  -0.08538  -0.99231  -0.17261  0.09
H  1.99170  -1.31081  0.55446  0.06
H  3.77757  -1.25591  0.08600  0.12
H  1.50588  2.03369  -0.50700  0.10
H  -0.84514  2.37602  0.01360  0.11
H  -2.20974  0.66523  1.38250  0.12
H  -3.14634  -0.47810  -0.75565  0.11
H  -1.52571  -2.32986  -0.34939  0.08



b) Below is the molecule C4H7N5, with properties calculated with wB97M-V/def2-TZVPD.

## Properties
SMILES = [H]/N=c1/cnn(C)n1N=C
M = 125.1 g/mol
LUMO level = -0.10 eV
orbital gap = 7.86 eV

Last column: Löwdin charge in e.
Positions of all 16 atoms, in Å:
H  1.05630  -2.95818  -0.27279  0.07
N  0.09079  -2.91817  0.22415  0.09
C  -0.34095  -1.69749  0.25801  -0.44
C  -1.51412  -1.29212  0.91901  -0.05
N  -1.39828  0.03335  1.10226  0.06
N  -0.53739  0.52847  0.28965  -0.25
C  -0.02890  1.94284  0.69063  0.01
N  0.40192  -0.47940  0.07655  -0.10
N  1.42338  -0.46426  -0.89955  0.05
C  1.10387  0.55295  -1.77860  -0.04
H  -2.24468  -1.99583  1.43616  0.14
H  0.56055  1.75046  1.63273  0.11
H  0.69300  2.36555  -0.00318  0.05
H  -0.91881  2.51700  0.67354  0.07
H  -0.13679  1.04321  -1.79724  0.16
H  1.79012  1.07161  -2.55133  0.07



Stability summary - winner: a); margin: 0.0874 hartree.



a) Below is an isolated ion of composition CH3O3S and charge -1, with properties calculated with wB97M-V/def2-TZVPD.

## Properties
SMILES = CS(=O)(=O)[O-]
M = 95.1 g/mol
total charge = -1
LUMO level = 4.28 eV
orbital gap = 8.92 eV

Last column: Löwdin charge in e.
Positions of all 8 atoms, in Å:
C  -0.58638  -0.61131  -0.36737  -0.17
S  0.61406  0.56274  0.35453  0.36
O  -0.16817  1.77304  0.18191  -0.41
O  0.96800  0.18063  1.69497  -0.39
O  1.75529  0.36013  -0.60965  -0.45
H  -0.20904  -1.60831  -0.42669  0.04
H  -1.40208  -0.50136  0.32666  0.04
H  -0.97168  -0.15556  -1.15435  -0.02



b) Below is a 2-piece molecular cluster, CH3O3S overall, with properties calculated with wB97M-V/def2-TZVPD.

## Properties
M = 95.1 g/mol
total charge = -1
LUMO level = 3.86 eV
orbital gap = 8.03 eV

Last column: Löwdin charge in e.
Positions of all 8 atoms, in Å:
C  -0.54525  0.84363  0.33395  -0.64
O  1.74245  -1.03789  -1.34814  -0.58
O  -1.23060  -0.11227  -0.04450  -0.15
O  0.69510  0.94735  0.54269  -0.15
S  0.84599  -2.14524  -0.44600  0.61
H  -1.02461  1.86262  0.54166  0.10
H  2.12970  -0.31200  -0.89002  -0.02
H  -0.35234  -1.44000  -0.29164  -0.15



Stability summary - winner: a); margin: 0.0230 hartree.



a) Below is a 2-piece molecular cluster, CH7NO overall, with properties calculated with wB97M-V/def2-TZVPD.

## Properties
SMILES = NO.C
M = 49.1 g/mol
LUMO level = 0.76 eV
orbital gap = 11.31 eV

Last column: Löwdin charge in e.
Positions of all 10 atoms, in Å:
N  -2.06634  -0.50512  0.29191  -0.03
O  -1.54701  0.85183  0.23234  -0.14
H  -2.95783  -0.48536  -0.12650  0.04
H  -1.54416  -1.02478  -0.40846  0.06
H  -1.69607  1.00389  -0.70940  0.07
C  1.96636  0.02149  0.14244  -0.04
H  2.22502  0.11094  1.16348  0.00
H  2.83200  -0.39172  -0.33530  0.01
H  1.69596  1.02370  -0.18748  0.02
H  1.09206  -0.60487  -0.06303  0.01



b) Below is a 2-piece molecular cluster, CH7NO overall, with properties calculated with wB97M-V/def2-TZVPD.

## Properties
SMILES = CN.O
M = 49.1 g/mol
LUMO level = 0.94 eV
orbital gap = 10.24 eV

Last column: Löwdin charge in e.
Positions of all 10 atoms, in Å:
C  0.00000  0.00000  0.00000  -0.24
N  0.84997  0.32972  1.08323  -0.09
H  -0.15471  -1.08239  0.14526  0.07
H  0.41774  0.16357  -1.00765  0.08
H  -0.97782  0.50659  0.06197  0.07
H  0.93654  1.34830  0.99569  0.06
H  0.40257  0.15914  1.99065  0.07
O  2.53608  0.03719  4.25195  -0.10
H  3.37890  0.12147  4.75276  0.05
H  2.44004  0.89618  3.78167  0.04



c) Below is a 3-piece molecular cluster, CH7NO overall, with properties calculated with wB97M-V/def2-TZVPD.

## Properties
M = 49.1 g/mol
LUMO level = 0.51 eV
orbital gap = 10.14 eV

Last column: Löwdin charge in e.
Positions of all 10 atoms, in Å:
C  -0.97427  -0.61890  0.03776  -0.25
H  -1.06034  1.36570  -0.62944  0.12
H  -0.63852  1.06273  1.11642  0.10
H  -0.98166  -1.11841  0.98808  0.03
H  -2.12517  -0.92110  -0.55815  0.14
H  0.04189  -1.18441  -0.50824  0.11
H  1.33471  0.07892  -0.15187  -0.13
H  2.70910  0.81946  -0.54078  0.26
N  -0.48778  0.76159  0.09944  -0.15
O  2.18205  -0.24558  0.14680  -0.23



Stability summary - winner: b); margin: 0.0597 hartree.



a) Below is the molecule C10H19N3O4, with properties calculated with wB97M-V/def2-TZVPD.

## Properties
SMILES = CC[C@H](C)[C@H](N)C(=O)N[C@@H](CC(N)=O)C(=O)O
M = 245.3 g/mol
LUMO level = 0.27 eV
orbital gap = 9.15 eV

Last column: Löwdin charge in e.
Positions of all 36 atoms, in Å:
C  -2.03949  2.15166  -0.18513  -0.16
C  -1.78920  0.95973  -1.04676  -0.19
C  -2.44851  -0.51547  -0.64787  -0.25
C  -3.73789  -0.35145  0.24331  -0.07
C  -1.51857  -1.50829  0.10196  -0.27
N  -1.42636  -1.07294  1.51794  0.06
C  -0.15857  -1.81602  -0.55948  -0.39
O  -0.12373  -2.46077  -1.60242  0.08
N  0.98303  -1.24147  0.09473  0.11
C  1.34734  0.06400  0.76496  -0.18
C  2.83435  -0.06022  0.99021  -0.07
C  3.83874  -0.27544  -0.10572  -0.51
N  5.13549  -0.22296  0.24761  0.18
O  3.41718  -0.46031  -1.23544  0.05
C  1.15776  1.23734  -0.25335  -0.39
O  0.45412  2.22877  0.11663  0.00
O  1.40059  1.05555  -1.60310  0.05
H  -1.48497  2.17466  0.77914  0.07
H  -1.59175  3.02579  -0.68746  0.08
H  -3.15850  2.33380  -0.19141  0.09
H  -0.72200  0.90122  -1.15153  0.05
H  -2.29752  1.20597  -2.06157  0.14
H  -2.73001  -0.89720  -1.69484  0.15
H  -4.16105  -1.35675  0.33850  0.08
H  -4.44463  0.17514  -0.38164  0.08
H  -3.36650  -0.02790  1.12409  0.02
H  -1.98356  -2.44518  -0.03600  0.13
H  -1.92176  -1.74447  2.05846  0.07
H  -1.44186  -0.13299  1.86088  0.07
H  1.75345  -1.87140  -0.23797  0.14
H  0.67615  0.49523  1.44789  0.12
H  3.04323  -0.76930  1.83499  0.15
H  3.09824  1.01718  1.25223  0.16
H  5.90669  -0.30878  -0.41757  0.13
H  5.40846  0.23203  1.10787  0.11
H  2.09163  0.28124  -1.78215  0.12



b) Below is C10H19N3O4 as an isolated structure, with properties calculated with wB97M-V/def2-TZVPD.

## Properties
M = 245.3 g/mol
LUMO level = -0.08 eV
orbital gap = 8.79 eV

Last column: Löwdin charge in e.
Positions of all 36 atoms, in Å:
C  -1.60631  -0.78840  0.44956  -0.24
C  -0.05717  -0.90204  -0.00410  -0.31
C  -2.14187  -0.09992  -0.79969  -0.19
C  -3.68825  -0.17144  -1.21166  -0.13
C  -4.46110  0.41337  0.08329  -0.53
C  2.11949  0.34075  0.67991  -0.21
C  2.08853  1.61057  -0.20925  -0.42
C  3.38677  -0.73818  0.40705  -0.33
C  4.88654  -0.21767  0.74261  -0.09
C  3.24944  -1.21966  -1.03342  -0.13
H  -1.80412  -0.50647  2.60425  0.06
H  -2.60587  0.55440  1.47605  0.03
H  -2.10316  -1.71027  0.32788  0.12
H  -2.05140  1.12626  -0.67096  0.19
H  -1.78037  -0.43759  -1.76998  0.10
H  -4.18883  0.75044  -2.07583  0.20
H  -4.28037  -1.26022  -1.45676  0.16
H  -6.42132  -0.04506  -1.11459  0.21
H  -6.61633  0.61463  0.52114  0.19
H  0.37517  0.16512  1.66474  0.09
H  2.45772  0.99490  1.60815  0.19
H  3.14875  -1.70416  1.20240  0.18
H  5.10748  0.81428  0.29598  0.08
H  5.66969  -1.05386  0.40641  0.11
H  4.86472  -0.30749  1.84270  0.05
H  2.30909  -1.49222  -1.62271  0.08
H  4.17484  -1.80035  -1.11229  0.05
H  3.62341  -0.39452  -1.85428  0.13
H  2.78207  3.18005  -0.80670  0.10
N  -1.77635  -0.01383  1.74877  0.05
N  -5.75353  0.79427  -0.37034  -0.03
N  0.83542  -0.16435  0.85005  0.08
O  0.34122  -1.27290  -1.10741  0.02
O  -4.23949  0.46975  1.31948  0.00
O  0.99036  2.04862  -0.60682  0.06
O  3.16509  2.42319  -0.40362  0.10



Stability summary - winner: a); margin: 0.1713 hartree.



a) Below is a 2-piece molecular cluster, C4H5Br2Cl overall, with properties calculated with wB97M-V/def2-TZVPD.

## Properties
M = 248.3 g/mol
LUMO level (alpha / beta) = -0.20 / -0.34 eV
orbital gap (alpha / beta) = 8.04 / 8.13 eV

Last column: Löwdin charge in e.
Positions of all 12 atoms, in Å:
C  -1.79041  0.56476  -0.61529  -0.08
C  -1.27418  -0.55584  -0.96502  -0.67
C  0.92560  0.23161  1.28806  -0.26
C  1.18520  -0.31051  -0.07889  -1.24
Cl  -1.44400  -1.82696  -2.00394  0.68
Br  2.19339  0.87610  -1.26993  0.61
Br  1.60667  -2.11488  -0.15925  0.67
H  -2.67496  0.94583  -1.00713  0.04
H  -1.34751  1.15952  0.11716  0.02
H  0.17644  -0.42292  1.85243  0.11
H  0.60064  1.23375  1.02998  0.05
H  1.84311  0.21954  1.81183  0.05



b) Below is C4H5Br2Cl as an isolated structure, with properties calculated with wB97M-V/def2-TZVPD.

## Properties
M = 248.3 g/mol
LUMO level (alpha / beta) = -1.45 / -1.27 eV
orbital gap (alpha / beta) = 7.19 / 7.26 eV

Last column: Löwdin charge in e.
Positions of all 12 atoms, in Å:
C  -1.02962  -1.06313  -0.62850  -0.22
C  0.32282  -0.82630  -0.48705  -0.20
C  -2.08108  -1.02180  1.12671  -0.99
C  0.77796  0.49042  -0.01388  -0.50
Cl  -0.15455  1.93362  -0.74711  0.48
Br  -1.09671  -2.12457  2.47538  0.45
Br  -2.44913  0.64245  1.78421  0.65
H  -1.63467  -0.32574  -0.90073  -0.01
H  -1.19329  -2.06206  -1.07220  0.11
H  0.79625  -1.77402  -0.28924  0.11
H  1.79657  0.78335  -0.17355  0.06
H  0.51842  0.56234  1.07891  0.07



Stability summary - winner: a); margin: 0.0117 hartree.



a) Below is a 2-piece molecular cluster, CH4F2Si overall, with properties calculated with wB97M-V/def2-TZVPD.

## Properties
M = 82.1 g/mol
LUMO level = 0.47 eV
orbital gap = 11.27 eV

Last column: Löwdin charge in e.
Positions of all 8 atoms, in Å:
C  0.86676  0.07490  -0.45143  -0.21
F  -1.94988  -0.58519  -0.82253  -0.16
F  -1.37040  1.27579  0.76720  -0.20
Si  -0.83114  -0.17548  0.27297  0.42
H  0.91356  0.53227  -1.43177  0.02
H  1.48208  0.61651  0.20870  0.00
H  1.51123  -0.91942  -0.63780  0.09
H  -0.62221  -0.81939  2.09465  0.04



b) Below is the molecule CH4F2Si, with properties calculated with wB97M-V/def2-TZVPD.

## Properties
SMILES = C[SiH](F)F
M = 82.1 g/mol
LUMO level = 0.93 eV
orbital gap = 12.77 eV

Last column: Löwdin charge in e.
Positions of all 8 atoms, in Å:
C  0.26786  -0.91384  0.35881  -0.18
Si  -0.12162  0.81675  -0.28599  0.46
F  0.71701  2.03640  0.35943  -0.16
F  -1.70221  1.08980  0.06995  -0.20
H  -0.26072  -1.35837  1.20693  0.04
H  -0.03995  -1.61569  -0.32008  -0.02
H  1.39078  -1.06730  0.34321  0.06
H  -0.25115  1.01225  -1.73227  0.00



c) Below is the molecule CH4F2Si, with properties calculated with wB97M-V/def2-TZVPD.

## Properties
SMILES = C[SiH](F)F
M = 82.1 g/mol
LUMO level = 0.96 eV
orbital gap = 12.40 eV

Last column: Löwdin charge in e.
Positions of all 8 atoms, in Å:
C  -1.00887  -0.14439  0.27920  -0.19
Si  0.85521  0.29974  -0.15848  0.46
F  1.28950  -1.14137  -0.88095  -0.21
F  2.04471  0.42582  0.83327  -0.13
H  -1.73069  0.40583  -0.28196  0.00
H  -1.08414  -1.20801  -0.15462  0.05
H  -1.30448  -0.20903  1.33727  0.02
H  0.93877  1.57141  -0.97374  -0.01



Stability summary - winner: b); margin: 0.0043 hartree.



a) Below is an isolated ion of composition C3H5N2O2 and charge -1, with properties calculated with wB97M-V/def2-TZVPD.

## Properties
SMILES = N/C([O-])=C/CN=O
M = 101.1 g/mol
total charge = -1
LUMO level (alpha / beta) = 4.38 / 4.38 eV
orbital gap (alpha / beta) = 7.08 / 7.08 eV

Last column: Löwdin charge in e.
Positions of all 12 atoms, in Å:
N  -1.58216  1.18853  -0.06729  0.07
C  -0.63006  0.18084  -0.63762  -0.61
O  -0.83348  -0.02488  -1.83589  -0.08
C  0.52668  -0.11041  0.15501  -0.13
C  1.29021  -1.36219  -0.28125  -0.32
N  0.83987  -2.35274  0.70212  -0.09
O  1.47254  -2.32998  1.77711  -0.15
H  -1.78264  0.90055  0.80344  -0.01
H  -2.39789  0.98665  -0.58878  0.03
H  0.91943  0.20430  1.19730  0.09
H  0.90671  -1.77900  -1.26606  0.11
H  2.39200  -1.08546  -0.33906  0.10



b) Below is an isolated ion of composition C3H5N2O2 and charge -1, with properties calculated with wB97M-V/def2-TZVPD.

## Properties
SMILES = N/C([O-])=C/CN=O
M = 101.1 g/mol
total charge = -1
LUMO level = 3.74 eV
orbital gap = 6.33 eV

Last column: Löwdin charge in e.
Positions of all 12 atoms, in Å:
N  -2.36558  0.45315  0.13390  0.03
C  -1.12353  -0.28742  0.06248  -0.66
O  -1.10045  -1.53556  -0.14276  -0.12
C  -0.02005  0.54010  0.37021  -0.15
C  1.33615  -0.11530  0.04026  -0.24
N  2.70118  0.59805  -0.31815  -0.05
O  3.64792  -0.04032  0.22616  -0.15
H  -2.70911  0.67508  -0.80355  0.06
H  -3.11440  -0.16529  0.35017  0.03
H  0.02150  1.57646  0.34068  0.02
H  1.68880  -1.08414  0.67789  0.13
H  1.03756  -0.61481  -0.93727  0.10



Stability summary - winner: a); margin: 0.0207 hartree.



a) Below is the molecule C7H13F, with properties calculated with wB97M-V/def2-TZVPD.

## Properties
SMILES = CCC(CF)=C(C)C
M = 116.2 g/mol
LUMO level = 1.00 eV
orbital gap = 9.82 eV

Last column: Löwdin charge in e.
Positions of all 21 atoms, in Å:
C  -0.99582  1.97621  0.56100  -0.10
C  -1.10213  1.03326  -0.62913  -0.24
C  -0.56644  -0.33333  -0.34800  -0.21
C  -1.44866  -1.42763  0.16982  -0.14
F  -2.76111  -1.21837  -0.30878  -0.08
C  0.78145  -0.48500  -0.24675  -0.26
C  1.87535  0.59357  -0.36676  -0.06
C  1.49479  -1.77362  0.18366  -0.06
H  -1.51612  1.51332  1.44378  0.09
H  0.03095  2.37807  0.87772  0.09
H  -1.59629  2.85240  0.29893  0.06
H  -2.15734  0.85008  -0.91774  0.11
H  -0.64496  1.48398  -1.53484  0.12
H  -1.16300  -2.39803  -0.21956  0.11
H  -1.57319  -1.37858  1.26849  0.14
H  1.49742  1.47800  -0.94675  0.08
H  2.77485  0.26704  -0.83161  0.06
H  2.10320  0.94240  0.64494  0.08
H  0.76492  -2.54043  0.49381  0.06
H  2.10465  -2.16783  -0.65016  0.09
H  2.09749  -1.64553  1.05793  0.07



b) Below is the molecule C7H13F, with properties calculated with wB97M-V/def2-TZVPD.

## Properties
SMILES = CC(C)=C(F)C(C)C
M = 116.2 g/mol
LUMO level = 0.99 eV
orbital gap = 9.95 eV

Last column: Löwdin charge in e.
Positions of all 21 atoms, in Å:
C  2.29448  0.19796  -1.48181  -0.07
C  1.03168  -0.26922  -0.88886  -0.30
C  0.46789  -1.74825  -1.15949  -0.02
C  0.33845  0.57515  -0.17018  -0.15
F  0.70258  1.90344  -0.04837  0.01
C  -1.19966  0.12976  0.68627  -0.28
C  -0.81603  -0.56431  1.92397  -0.10
C  -1.94123  1.51330  0.82801  -0.06
H  2.74909  -0.50282  -2.17470  0.07
H  3.02845  0.46057  -0.74886  0.08
H  2.19024  1.11600  -2.05870  0.08
H  1.34106  -2.28290  -1.58591  0.07
H  -0.35761  -1.50499  -1.92893  0.11
H  0.24987  -2.24352  -0.26646  0.03
H  -1.58079  -0.54719  -0.05668  0.10
H  0.14290  -0.95599  1.56853  0.07
H  -0.53685  0.22872  2.60845  0.08
H  -1.68915  -1.06408  2.40526  0.10
H  -1.27492  2.32296  0.99323  0.06
H  -2.42128  1.81418  -0.01233  0.03
H  -2.71916  1.42125  1.56753  0.07



Stability summary - winner: a); margin: 0.0556 hartree.